Record 1
{
  "formula": "C57H61GeNOP2ReS",
  "method": "ωB97M-V with the def2-TZVPD basis set",
  "elements": ["Re", "C", "N", "C", "P", "C", "C", "C", "C", "C", "C", "C", "C", "C", "C", "C", "C", "C", "C", "C", "C", "C", "C", "P", "C", "C", "C", "C", "C", "C", "C", "C", "C", "C", "C", "C", "H", "H", "H", "H", "H", "H", "H", "H", "H", "H", "H", "H", "H", "H", "H", "H", "H", "H", "H", "H", "H", "H", "H", "H", "H", "H", "H", "H", "H", "O", "S", "C", "C", "C", "C", "H", "H", "H", "H", "H", "H", "H", "H", "C", "Ge", "C", "C", "C", "C", "C", "C", "C", "C", "C", "C", "C", "C", "C", "C", "C", "C", "H", "H", "H", "H", "H", "H", "H", "H", "H", "H", "H", "H", "H", "H", "H", "C", "C", "C", "C", "H", "H", "H", "H", "H", "H", "H", "H", "H"],
  "xyz": [[-0.669, -0.073, -0.051], [1.574, 1.240, 2.519], [2.904, 1.444, 1.886], [2.949, 1.498, 0.423], [3.330, -0.205, -0.273], [5.136, -0.137, -0.208], [5.905, 0.675, -1.044], [7.284, 0.714, -0.893], [7.902, -0.054, 0.093], [7.146, -0.866, 0.924], [5.762, -0.911, 0.771], [2.813, 0.064, -2.007], [3.149, -0.943, -2.914], [2.614, -0.950, -4.196], [1.712, 0.037, -4.593], [1.380, 1.050, -3.711], [1.938, 1.066, -2.427], [4.019, 1.585, 2.628], [5.257, 1.971, 2.007], [6.384, 2.111, 2.768], [6.337, 1.872, 4.152], [5.134, 1.477, 4.775], [3.994, 1.337, 4.044], [0.388, -0.163, 2.115], [1.158, -1.693, 2.645], [2.536, -1.806, 2.832], [3.078, -2.989, 3.311], [2.250, -4.065, 3.603], [0.876, -3.958, 3.421], [0.330, -2.776, 2.944], [-0.846, 0.316, 3.350], [-0.983, -0.341, 4.573], [-1.898, 0.131, 5.507], [-2.659, 1.263, 5.239], [-2.513, 1.931, 4.027], [-1.615, 1.460, 3.081], [0.982, 2.130, 2.328], [1.670, 1.144, 3.585], [3.689, 2.196, 0.066], [1.974, 1.807, 0.076], [5.434, 1.267, -1.824], [7.883, 1.335, -1.550], [8.983, -0.031, 0.196], [7.632, -1.480, 1.676], [5.168, -1.570, 1.404], [3.828, -1.737, -2.617], [2.895, -1.734, -4.889], [1.297, 0.027, -5.594], [0.714, 1.851, -4.020], [1.721, 1.909, -1.791], [5.323, 2.166, 0.946], [7.312, 2.415, 2.294], [7.237, 1.992, 4.751], [5.111, 1.276, 5.842], [3.101, 1.002, 4.548], [3.201, -0.996, 2.582], [4.151, -3.074, 3.454], [2.678, -4.991, 3.978], [0.228, -4.795, 3.656], [-0.743, -2.691, 2.836], [-0.389, -1.215, 4.810], [-2.011, -0.387, 6.454], [-3.366, 1.627, 5.978], [-3.106, 2.818, 3.819], [-1.524, 1.979, 2.131], [-0.529, 2.045, 0.142], [-0.694, 3.404, -0.639], [-1.881, 4.402, 0.300], [-1.106, 5.518, 1.008], [0.116, 5.806, 0.134], [0.710, 4.428, -0.163], [-2.412, 3.699, 0.942], [-2.583, 4.779, -0.440], [-0.794, 5.196, 2.006], [-1.735, 6.398, 1.130], [0.847, 6.447, 0.622], [-0.181, 6.302, -0.794], [1.119, 3.969, 0.741], [1.445, 4.404, -0.968], [-3.917, -1.056, 1.706], [-3.238, -0.215, 0.113], [-3.731, -1.191, -1.465], [-2.935, -1.338, -2.608], [-3.402, -2.048, -3.707], [-4.676, -2.608, -3.677], [-5.472, -2.475, -2.546], [-5.001, -1.777, -1.435], [-3.893, 1.593, 0.023], [-4.719, 2.009, 1.037], [-5.489, 3.201, 0.914], [-5.421, 3.937, -0.229], [-4.556, 3.555, -1.296], [-4.456, 4.336, -2.480], [-3.610, 3.977, -3.487], [-2.805, 2.818, -3.355], [-2.881, 2.055, -2.231], [-3.767, 2.383, -1.166], [-5.003, -0.909, 1.722], [-3.487, -0.616, 2.610], [-3.704, -2.126, 1.684], [-1.932, -0.914, -2.659], [-2.777, -2.164, -4.589], [-5.047, -3.153, -4.538], [-6.465, -2.914, -2.525], [-5.633, -1.701, -0.555], [-4.835, 1.404, 1.935], [-6.163, 3.494, 1.714], [-6.035, 4.830, -0.345], [-5.075, 5.225, -2.576], [-3.553, 4.576, -4.391], [-2.141, 2.533, -4.166], [-2.258, 1.172, -2.148], [0.245, -4.356, -0.818], [-0.834, -3.277, -0.904], [-1.965, -3.576, 0.079], [-0.096, -1.890, -0.822], [-0.197, -5.351, -0.923], [0.759, -4.313, 0.148], [0.997, -4.242, -1.608], [-1.263, -3.324, -1.902], [-1.662, -3.421, 1.116], [-2.280, -4.619, -0.014], [-2.839, -2.969, -0.122], [0.884, -2.028, -0.353], [0.127, -1.546, -1.852]],
  "lumo_ev": [-8.98, -9.96],
  "multiplicity": 3,
  "homo_energy_ha": [-0.5465, -0.5457],
  "energy_ev": -151668.4699,
  "de_lowest_kcal_mol": 64.93,
  "s2": 2.470,
  "homo_lumo_gap_ha": [0.217, 0.180],
  "molar_mass_g_mol": 1128.95,
  "total_charge": 3
}



Record 2
{
  "formula": "C57H62AuO4P3",
  "method": "ωB97M-V with the def2-TZVPD basis set",
  "elements": ["Au", "C", "C", "C", "C", "C", "C", "C", "C", "P", "C", "C", "C", "C", "C", "C", "C", "C", "C", "C", "C", "C", "C", "O", "C", "C", "C", "C", "C", "C", "P", "C", "C", "C", "C", "C", "C", "C", "C", "C", "C", "C", "C", "H", "H", "H", "H", "H", "H", "H", "H", "H", "H", "H", "H", "H", "H", "H", "H", "H", "H", "H", "H", "H", "H", "H", "H", "H", "H", "H", "H", "H", "H", "H", "H", "C", "O", "C", "C", "C", "C", "C", "C", "O", "C", "O", "C", "H", "H", "H", "H", "H", "H", "H", "H", "H", "C", "C", "C", "P", "C", "C", "C", "C", "C", "C", "H", "H", "H", "H", "H", "H", "H", "H", "H", "H", "H", "H", "H", "H", "H", "H", "H", "H", "H", "H", "H"],
  "xyz": [[-0.118, 0.360, -0.115], [4.752, 5.631, -2.713], [3.462, 4.807, -2.750], [2.591, 5.277, -3.935], [2.645, 4.987, -1.482], [2.612, 6.165, -0.746], [1.804, 6.298, 0.373], [1.021, 5.248, 0.807], [1.053, 4.053, 0.098], [0.196, 2.597, 0.779], [1.208, 2.305, 2.246], [2.588, 2.479, 2.155], [3.384, 2.271, 3.266], [2.814, 1.899, 4.473], [1.447, 1.680, 4.554], [0.649, 1.852, 3.438], [-1.348, 3.415, 1.256], [-2.201, 3.694, 0.186], [-3.393, 4.358, 0.407], [-3.748, 4.734, 1.694], [-2.885, 4.491, 2.749], [-1.677, 3.847, 2.536], [1.829, 3.943, -1.049], [1.757, 2.735, -1.680], [2.825, 2.399, -2.460], [2.951, 1.033, -2.692], [4.026, 0.556, -3.429], [4.949, 1.464, -3.916], [4.811, 2.824, -3.679], [3.738, 3.327, -2.952], [1.637, -0.027, -2.006], [2.579, -1.525, -1.633], [2.727, -2.590, -2.515], [3.460, -3.699, -2.129], [4.048, -3.750, -0.875], [3.931, -2.674, -0.008], [3.199, -1.563, -0.385], [0.565, -0.324, -3.425], [-0.059, -1.559, -3.581], [-0.872, -1.790, -4.673], [-1.111, -0.775, -5.586], [-0.533, 0.474, -5.407], [0.305, 0.705, -4.332], [4.521, 6.687, -2.601], [5.297, 5.529, -3.647], [5.391, 5.317, -1.888], [2.365, 6.335, -3.828], [1.654, 4.722, -3.975], [3.126, 5.127, -4.871], [3.211, 7.008, -1.045], [1.792, 7.227, 0.917], [0.401, 5.344, 1.685], [3.042, 2.781, 1.222], [4.452, 2.409, 3.194], [3.440, 1.759, 5.341], [0.995, 1.361, 5.484], [-0.402, 1.612, 3.491], [-1.898, 3.401, -0.811], [-4.048, 4.589, -0.421], [-4.684, 5.240, 1.867], [-3.146, 4.816, 3.742], [-0.992, 3.715, 3.360], [4.134, -0.501, -3.616], [5.787, 1.108, -4.495], [5.558, 3.497, -4.068], [2.284, -2.546, -3.500], [3.573, -4.523, -2.818], [4.606, -4.626, -0.579], [4.407, -2.706, 0.961], [3.085, -0.725, 0.290], [0.101, -2.322, -2.838], [-1.325, -2.760, -4.813], [-1.764, -0.952, -6.427], [-0.734, 1.266, -6.113], [0.765, 1.675, -4.197], [3.350, -1.848, 5.938], [2.874, -2.991, 5.256], [2.244, -2.855, 4.091], [1.770, -4.058, 3.505], [1.151, -4.043, 2.285], [0.903, -2.858, 1.567], [0.347, -2.886, 0.246], [0.108, -4.215, -0.428], [0.037, -1.889, -0.438], [1.292, -1.605, 2.202], [1.029, -0.460, 1.745], [2.005, -1.672, 3.433], [3.764, -2.214, 6.876], [2.536, -1.150, 6.150], [4.135, -1.343, 5.369], [1.926, -4.982, 4.038], [0.827, -4.986, 1.875], [0.835, -4.969, -0.159], [0.137, -4.068, -1.504], [-0.888, -4.566, -0.163], [2.314, -0.724, 3.842], [-2.972, 0.939, -2.455], [-3.644, 0.768, -1.096], [-5.086, 0.318, -1.291], [-2.610, -0.298, 0.035], [-2.998, 0.350, 1.735], [-4.466, 0.613, 2.062], [-2.332, -0.524, 2.791], [-3.094, -2.113, -0.053], [-4.448, -2.524, 0.526], [-2.934, -2.567, -1.502], [-3.506, 1.700, -3.022], [-2.998, 0.014, -3.023], [-1.930, 1.247, -2.356], [-3.638, 1.737, -0.576], [-5.146, -0.599, -1.871], [-5.612, 1.092, -1.847], [-5.602, 0.179, -0.348], [-2.484, 1.325, 1.722], [-5.077, -0.283, 2.020], [-4.889, 1.370, 1.407], [-4.515, 0.997, 3.078], [-2.790, -1.508, 2.844], [-2.440, -0.054, 3.767], [-1.270, -0.650, 2.586], [-2.314, -2.599, 0.552], [-5.283, -2.017, 0.055], [-4.496, -2.369, 1.600], [-4.576, -3.590, 0.345], [-3.735, -2.172, -2.120], [-2.970, -3.653, -1.570], [-1.983, -2.221, -1.898]],
  "lumo_ev": [-7.94, -7.94],
  "homo_energy_ha": [-0.4429, -0.4430],
  "energy_ev": -99851.3663,
  "homo_lumo_gap_ha": [0.151, 0.151],
  "molar_mass_g_mol": 1101.01,
  "total_charge": 2
}



Record 3
{
  "formula": "C57H65FN5O3P2PbS",
  "method": "ωB97M-V with the def2-TZVPD basis set",
  "elements": ["Pb", "F", "C", "C", "C", "C", "O", "C", "C", "N", "C", "C", "C", "C", "C", "C", "N", "C", "C", "N", "C", "C", "C", "O", "O", "H", "H", "H", "H", "H", "H", "H", "H", "H", "H", "H", "H", "H", "H", "H", "H", "H", "H", "C", "S", "C", "C", "C", "N", "P", "C", "C", "C", "C", "C", "C", "C", "C", "C", "C", "C", "C", "P", "C", "C", "C", "C", "C", "C", "C", "C", "C", "C", "C", "C", "H", "H", "H", "H", "H", "H", "H", "H", "H", "H", "H", "H", "H", "H", "H", "H", "H", "H", "H", "H", "H", "H", "H", "H", "H", "H", "H", "H", "H", "C", "C", "C", "C", "C", "C", "C", "C", "N", "C", "C", "C", "C", "H", "H", "H", "H", "H", "H", "H", "H", "H", "H", "H", "H", "H", "H", "H", "H", "H", "H"],
  "xyz": [[0.925, 0.271, -0.812], [-5.635, -1.581, 0.613], [-4.842, -2.071, -0.373], [-3.813, -1.286, -0.807], [-2.970, -1.716, -1.828], [-1.820, -0.882, -2.202], [-1.578, 0.156, -1.566], [-1.041, -1.382, -3.301], [-1.373, -2.566, -3.865], [-2.375, -3.384, -3.435], [-2.624, -4.630, -4.114], [-2.325, -5.929, -3.416], [-1.480, -5.478, -4.566], [-3.205, -2.964, -2.420], [-4.253, -3.761, -1.945], [-5.080, -3.348, -0.909], [-6.050, -4.236, -0.400], [-6.795, -5.115, -1.274], [-6.698, -6.533, -0.701], [-6.678, -6.429, 0.801], [-7.481, -5.260, 1.275], [-6.745, -3.982, 0.858], [0.135, -0.615, -3.915], [0.215, -0.633, -5.134], [0.970, -0.079, -3.107], [-3.635, -0.316, -0.358], [-0.812, -2.922, -4.718], [-3.499, -4.597, -4.755], [-3.003, -6.761, -3.558], [-1.888, -5.864, -2.428], [-1.587, -5.973, -5.521], [-0.471, -5.158, -4.346], [-4.399, -4.738, -2.383], [-6.393, -5.102, -2.281], [-7.843, -4.800, -1.347], [-5.772, -7.015, -1.010], [-7.541, -7.149, -1.008], [-5.715, -6.273, 1.101], [-7.001, -7.298, 1.222], [-7.585, -5.301, 2.357], [-8.473, -5.335, 0.833], [-6.008, -3.722, 1.616], [-7.467, -3.163, 0.805], [0.499, 8.371, 0.084], [1.015, 8.134, 1.808], [2.613, 7.282, 1.577], [2.531, 5.774, 1.777], [1.540, 5.119, 0.819], [1.583, 3.642, 0.908], [2.306, 2.830, -0.438], [3.928, 3.689, -0.444], [4.936, 3.149, 0.353], [6.163, 3.783, 0.464], [6.401, 4.959, -0.232], [5.414, 5.487, -1.052], [4.184, 4.856, -1.161], [1.497, 3.481, -1.943], [0.216, 4.028, -1.915], [-0.399, 4.427, -3.093], [0.249, 4.266, -4.307], [1.517, 3.703, -4.344], [2.135, 3.303, -3.172], [0.134, 2.886, 1.573], [-0.222, 3.999, 3.002], [-1.426, 4.698, 2.974], [-1.795, 5.515, 4.033], [-0.963, 5.634, 5.133], [0.242, 4.944, 5.169], [0.610, 4.127, 4.113], [0.880, 1.517, 2.552], [-0.027, 0.612, 3.108], [0.401, -0.381, 3.971], [1.751, -0.500, 4.267], [2.661, 0.386, 3.712], [2.232, 1.397, 2.863], [-0.315, 9.091, 0.098], [0.153, 7.436, -0.356], [1.330, 8.777, -0.490], [3.289, 7.719, 2.311], [2.974, 7.527, 0.576], [2.231, 5.563, 2.803], [3.520, 5.335, 1.617], [1.774, 5.436, -0.199], [0.533, 5.474, 1.053], [4.758, 2.223, 0.891], [6.935, 3.356, 1.092], [7.353, 5.464, -0.139], [5.599, 6.394, -1.614], [3.424, 5.277, -1.806], [-0.310, 4.139, -0.977], [-1.390, 4.861, -3.057], [-0.235, 4.567, -5.226], [2.028, 3.572, -5.289], [3.117, 2.845, -3.204], [-2.079, 4.596, 2.114], [-2.730, 6.059, 3.995], [-1.253, 6.258, 5.969], [0.899, 5.044, 6.024], [1.543, 3.580, 4.155], [-1.081, 0.711, 2.861], [-0.310, -1.066, 4.416], [2.092, -1.288, 4.926], [3.714, 0.298, 3.952], [2.944, 2.104, 2.456], [2.478, -5.703, 2.387], [1.694, -4.635, 1.667], [0.304, -4.644, 1.708], [-0.401, -3.640, 1.050], [-1.910, -3.630, 1.065], [0.289, -2.658, 0.372], [1.708, -2.577, 0.326], [2.374, -3.627, 0.999], [2.293, -1.530, -0.329], [3.703, -1.524, -0.727], [4.657, -1.378, 0.473], [4.045, -2.758, -1.580], [3.948, -0.297, -1.615], [1.836, -6.531, 2.685], [2.937, -5.290, 3.288], [3.278, -6.095, 1.759], [-0.226, -5.429, 2.237], [-2.285, -4.213, 1.909], [-2.314, -4.061, 0.142], [-2.295, -2.611, 1.145], [-0.304, -1.913, -0.154], [3.452, -3.669, 1.021], [4.602, -2.211, 1.171], [4.403, -0.466, 1.017], [5.689, -1.300, 0.123], [3.745, -3.685, -1.097], [5.118, -2.798, -1.775], [3.520, -2.697, -2.535], [3.926, 0.623, -1.023], [3.201, -0.233, -2.413], [4.930, -0.368, -2.083]],
  "lumo_ev": -3.23,
  "homo_energy_ha": -0.3014,
  "energy_ev": -111129.8692,
  "de_lowest_kcal_mol": 10.94,
  "homo_lumo_gap_ha": 0.183,
  "molar_mass_g_mol": 1188.39,
  "total_charge": 1
}